Density functional theory data (ωB97M-V with the def2-TZVPD basis set) for C4H4S2 in the gas phase.

CARTESIAN COORDINATES (ANGSTROEM)
C 0.169 2.079 0.195
C -0.505 1.165 -0.134
C -1.465 -0.050 -0.120
C 1.072 -1.320 -0.004
S -3.086 0.208 0.056
S -0.776 -1.664 0.023
H 0.591 3.048 0.215
H 0.854 -0.194 0.194
H 1.393 -1.403 -1.073
H 1.752 -1.871 0.647

Output
HOMO level (Eh): -0.329
SMILES string: C#CC(=S)SC
HOMO-LUMO gap (eV): 8.14
Total charge: 0
2S+1: 1

Results of the Löwdin charge analysis, in e, for atoms 1 through 4: atom 1 (C): 0.12, atom 2 (C): -0.22, atom 3 (C): -1.14, atom 4 (C): -0.33

***

Density functional theory data (ωB97M-V with the def2-TZVPD basis set) for C4H4S2 in the gas phase.

CARTESIAN COORDINATES (ANGSTROEM)
C 1.032 0.515 -1.601
C 0.093 0.788 1.256
C -0.163 -0.366 -1.036
C -0.282 -0.503 0.570
S 1.411 1.472 -0.270
S -0.234 1.667 2.514
H -1.109 0.049 -1.498
H -0.112 -1.417 -1.593
H 0.540 -1.206 0.948
H -1.177 -1.000 0.709

Output
HOMO level (Eh): -0.310
HOMO-LUMO gap (eV): 7.73
Total charge: 0
2S+1: 1

Results of the Löwdin charge analysis, in e, for atoms 1 through 4: atom 1 (C): -0.40, atom 2 (C): -0.94, atom 3 (C): -0.34, atom 4 (C): -0.28

***

Density functional theory data (ωB97M-V with the def2-TZVPD basis set) for a molecular structure, C4H4S4.

CARTESIAN COORDINATES (ANGSTROEM)
C 0.293 -0.209 1.268
C -0.154 -1.275 0.890
C 0.896 0.772 1.959
C -1.223 -1.618 -1.583
S 1.363 0.746 3.494
S 0.784 3.050 -0.518
S 1.241 2.448 1.454
S -1.019 -2.429 0.037
H 1.870 2.782 -1.211
H -1.797 -2.342 -2.217
H -0.407 -1.128 -2.218
H -1.847 -0.795 -1.355

Output
HOMO level (alpha / beta) (Eh): -0.241 / -0.322
HOMO-LUMO gap (alpha / beta) (eV): 6.64 / 5.71
Total charge: 0
2S+1: 3
⟨S²⟩: 2.02

Results of the Löwdin charge analysis, in e, for atoms 1 through 4: atom 1 (C): -0.24, atom 2 (C): -0.43, atom 3 (C): -1.23, atom 4 (C): -0.39

***

Respective relative energy (zero: lowest compared OMol25 entry of this formula, charge and spin) values: 2.953 3.491 2.442 eV.
Respective strongest force on any atom values: 0.1027 0.0710 0.0783 Eh/bohr.